No. 1
Here is a structure of composition C8H14 at a distorted geometry from the OMol25 dataset. Energies are from wB97M-V/def2-TZVPD.

Computed properties:
HOMO, eV: -8.7
Largest force on an atom, eV/A: 8.3
HOMO-LUMO gap, Eh: 0.35161

Geometry as ORCA input:
```
! wB97M-V def2-TZVPD RIJCOSX def2/J DEFGRID3
* xyz 0 1
C -2.47707 -0.02808 0.14417
C -1.33497 -0.43394 -0.46512
C -0.10631 -0.51545 0.63627
C 0.83088 -1.63075 0.02345
C 2.19972 -1.50614 -0.05467
C 0.43357 0.73837 1.10106
C 1.01370 1.71708 0.57352
C 0.88618 1.60332 -0.92294
H -2.44732 1.05730 0.27625
H -2.54521 -0.74819 1.05369
H -3.42452 -0.48824 -0.50876
H -1.46683 -1.47142 -0.91437
H -1.00382 0.22441 -1.17345
H -0.74408 -0.95282 1.49651
H 0.32879 -2.62846 -0.23036
H 2.76485 -2.49925 -0.31004
H 2.65303 -0.62786 0.06638
H 0.33991 0.95793 2.12016
H 1.81113 2.60407 0.99333
H 1.44869 0.31134 -1.00451
H -0.56720 1.46516 -1.30158
H 1.40687 2.85160 -1.59898
*
```


No. 2
Here is a structure of composition C8H14BrN4O2PSSn from the OMol25 dataset. Energies are from wB97M-V/def2-TZVPD.

Computed properties:
HOMO, eV: -14.8
Largest force on an atom, eV/A: 0.2
HOMO-LUMO gap, Eh: 0.32763

Geometry as ORCA input:
```
! wB97M-V def2-TZVPD RIJCOSX def2/J DEFGRID3
* xyz 2 1
Sn 1.05190 -1.26836 0.07136
Br -4.71700 -2.18426 -0.61925
C -3.40699 -1.40477 0.47703
C -3.73773 -0.60557 1.55945
C -2.71157 -0.01447 2.28116
C -1.40374 -0.21704 1.88548
N -1.09943 -0.99987 0.84222
C -2.07850 -1.60297 0.16683
H -4.77312 -0.44296 1.82798
H -2.92523 0.61307 3.13458
H -0.57909 0.25888 2.40103
H -1.78987 -2.24403 -0.65550
S 2.54555 2.35460 2.17726
C 1.82722 1.50580 1.08818
N 1.25055 0.87635 0.22264
N 0.35756 2.47185 -1.87797
C 0.44691 1.52124 -3.02822
P -0.67882 0.13437 -2.60217
O -1.88869 0.75752 -1.98548
O 0.12384 -0.91286 -1.85766
C -1.31514 -0.62603 -4.16627
N -2.81082 -0.70860 -3.99477
H 0.89555 3.32396 -2.04126
H 0.72428 1.98613 -1.00640
H -0.62269 2.71497 -1.70608
H 1.48050 1.20098 -3.14251
H 0.11894 2.03044 -3.93328
H -0.90544 -1.61748 -4.33976
H -1.10209 -0.00089 -5.03124
H -3.11312 -1.63739 -3.69546
H -3.31954 -0.47992 -4.84963
H -3.05610 -0.03863 -3.23266
*
```


No. 3
Here is a structure of composition C8H14ClMgN2O4 at a distorted geometry from the OMol25 dataset. Energies are from wB97M-V/def2-TZVPD.

Computed properties:
HOMO (alpha / beta), eV: -6.9 / -9.6
Largest force on an atom, eV/A: 6.2
HOMO-LUMO gap (alpha / beta), Eh: 0.25839 / 0.32857

Geometry as ORCA input:
```
! wB97M-V def2-TZVPD RIJCOSX def2/J DEFGRID3
* xyz 0 2
Mg -2.17584 -3.86108 1.36671
Cl -2.65019 -0.53899 2.25545
O -3.32828 -0.82422 3.50897
O -2.63003 -1.63509 1.37764
O -3.16467 0.51514 1.54783
O -1.27763 -0.32559 2.50079
C 3.54265 -1.57541 1.46730
C 2.53933 -1.15423 0.37607
C 1.83369 -2.30960 -0.33100
C 0.70597 -2.90973 0.44793
N -0.17997 -3.33662 1.09940
H 2.95809 -1.95114 2.30707
H 3.91372 -0.67729 1.96104
H 4.34482 -2.28618 1.26877
H 2.97583 -0.47345 -0.35475
H 1.74256 -0.49578 0.72204
H 2.52362 -3.11949 -0.56800
H 1.46852 -2.11801 -1.33998
C -0.21613 3.10378 -2.47416
C -1.54171 3.13184 -1.79653
C -1.77604 1.99151 -0.75108
C -1.05519 0.74005 -0.92322
N -0.56143 -0.26800 -1.16380
H -0.00042 3.97506 -3.09257
H -0.10901 2.22289 -3.10715
H 0.66727 3.12929 -1.83614
H -2.34209 2.93695 -2.51034
H -1.79603 4.13220 -1.44623
H -2.78648 1.58284 -0.76081
H -1.62495 2.39849 0.24873
*
```


No. 4
Here is an isolated molecule of C8H14F3NO at a distorted geometry from the OMol25 dataset. Energies are from wB97M-V/def2-TZVPD.

Computed properties:
HOMO, eV: -9.0
Largest force on an atom, eV/A: 4.9
HOMO-LUMO gap, Eh: 0.35584
SMILES string: OCC[C@H]1CCC[C@H](C(F)(F)F)N1

Geometry as ORCA input:
```
! wB97M-V def2-TZVPD RIJCOSX def2/J DEFGRID3
* xyz 0 1
C 2.02094 -1.95204 -0.44474
C 2.02822 -0.42437 -0.67406
C 0.88641 0.23973 0.23419
C 0.53820 1.48071 -0.38982
C -0.63632 2.31336 0.31665
C -1.89904 1.34998 0.37578
C -1.47296 -0.07411 -0.30537
C -2.63722 -1.16293 -0.00713
H 3.34503 -0.99108 1.08844
H 2.87584 -2.54794 -0.99634
H 0.89021 -2.50950 -0.33885
H 1.57516 -0.04394 -1.85059
H 3.20988 -0.10287 -0.42761
H 1.08439 0.56003 1.24983
H 0.69455 1.23988 -1.50611
H 1.51845 2.01880 -0.41808
H -0.03591 2.31019 1.47870
H -0.79416 3.29606 -0.22776
H -2.95719 1.83845 -0.19113
H -2.05340 1.30382 1.54807
H -1.36743 0.09283 -1.41645
H -0.26057 -1.37640 1.13713
N -0.21137 -0.78133 0.27570
O 2.48091 -1.70101 1.14409
F -3.80845 -0.73110 -0.55290
F -2.75364 -1.22804 1.42305
F -2.26055 -2.41718 -0.52466
*
```


No. 5
Here is a cluster of 2 separate species, C8H14I2Si in total from the OMol25 dataset. Energies are from wB97M-V/def2-TZVPD.

Computed properties:
HOMO (alpha / beta), eV: -9.0 / -7.0
Largest force on an atom, eV/A: 0.6
HOMO-LUMO gap (alpha / beta), Eh: 0.27311 / 0.14621

Geometry as ORCA input:
```
! wB97M-V def2-TZVPD RIJCOSX def2/J DEFGRID3
* xyz 0 1
C 1.51388 2.62710 -2.86070
C 1.55183 1.71982 -1.88368
C -1.19474 -2.22657 0.86463
C -2.09440 -1.08888 0.39345
C -0.10840 -1.69089 1.79153
C -1.27817 -0.00030 -0.30326
C 0.71069 -0.61495 1.08435
C -0.19521 0.53465 0.64151
Si 0.75114 1.94538 -0.22134
I -0.42406 4.10203 0.03383
I 4.42130 -0.56858 0.24039
H 1.99509 2.45897 -3.81080
H 0.99510 3.56854 -2.75724
H 2.11198 0.80551 -2.02958
H -1.79093 -2.97896 1.38461
H -0.72869 -2.71026 0.00193
H -2.85046 -1.46912 -0.29634
H -2.61408 -0.65806 1.25317
H -0.56911 -1.26947 2.68901
H 0.55298 -2.50032 2.10366
H -0.81103 -0.42303 -1.19685
H -1.94628 0.80366 -0.62365
H 1.49107 -0.25124 1.75395
H 1.20083 -1.05925 0.21549
H -0.69032 0.94422 1.53195
*
```


No. 6
Here is an isolated molecule of C8H14INP2 at a distorted geometry from the OMol25 dataset. Energies are from wB97M-V/def2-TZVPD.

Computed properties:
HOMO, eV: -7.3
Largest force on an atom, eV/A: 6.7
HOMO-LUMO gap, Eh: 0.24017
SMILES string: C/N=C(/C=C\C#P(C)C)P(C)I

Geometry as ORCA input:
```
! wB97M-V def2-TZVPD RIJCOSX def2/J DEFGRID3
* xyz 0 1
C 0.99452 1.47490 -0.44938
C -0.28652 1.44984 -1.03133
C 1.49672 0.38594 0.35497
C -1.21890 0.40667 -0.86363
C -1.73763 -1.63549 0.14580
C 2.10041 1.00541 2.96213
C 2.71023 -1.40566 1.89074
C -2.36706 -0.16055 -3.37091
N -0.87416 -0.64411 -0.25955
P 1.21013 -0.22996 1.91024
P -2.91530 0.43056 -1.69042
I -3.31575 2.79368 -2.25568
H 1.79192 2.15072 -0.58332
H -0.38366 2.08134 -1.86349
H -1.40304 -2.50098 -0.27529
H -1.58431 -1.74501 1.21705
H -2.80747 -1.35829 -0.13624
H 3.20595 0.94294 2.81514
H 1.78806 0.71408 4.06751
H 1.68748 2.04312 2.96872
H 3.48507 -0.78196 2.02577
H 2.63845 -1.93216 0.82166
H 2.51331 -2.22335 2.60570
H -2.93395 0.19186 -4.20797
H -2.54140 -1.17455 -3.27176
H -1.25311 -0.27899 -3.52645
*
```


No. 7
Here is the ion C8H14N with charge +1 at a distorted geometry from the OMol25 dataset. Energies are from wB97M-V/def2-TZVPD.

Computed properties:
HOMO, eV: -12.6
Largest force on an atom, eV/A: 5.3
HOMO-LUMO gap, Eh: 0.33691
SMILES string: C=C/C(=C/C)C1([NH3+])CC1

Geometry as ORCA input:
```
! wB97M-V def2-TZVPD RIJCOSX def2/J DEFGRID3
* xyz 1 1
C -1.55456 2.28623 0.06811
C -0.21423 2.12721 0.17032
C 1.87249 0.81740 0.05594
C 0.56676 0.88977 0.13229
C -1.65045 -0.79691 0.83000
C -0.39867 -1.74272 0.92024
C -0.44635 -0.59020 -0.01780
C 2.59679 -0.43271 -0.05659
N -0.85200 -0.90128 -1.52960
H -2.04058 3.30761 0.11558
H -2.27366 1.42959 0.04640
H 0.53274 2.89408 0.32509
H 2.39234 1.71219 0.11999
H -2.49595 -1.16910 0.23794
H -2.03222 -0.20010 1.66491
H 0.31969 -1.50775 1.73340
H -0.27669 -2.81208 0.76591
H 2.47978 -0.95979 -0.98150
H 3.60497 -0.11873 0.12259
H 2.44125 -1.18991 0.66377
H 0.09143 -1.12325 -1.86494
H -1.18684 -0.12306 -2.09732
H -1.47604 -1.79650 -1.42472
*
```


No. 8
Here is an isolated molecule of C8H14N2 at a distorted geometry from the OMol25 dataset. Energies are from wB97M-V/def2-TZVPD.

Computed properties:
HOMO, eV: -7.9
Largest force on an atom, eV/A: 6.2
HOMO-LUMO gap, Eh: 0.32276

Geometry as ORCA input:
```
! wB97M-V def2-TZVPD RIJCOSX def2/J DEFGRID3
* xyz 0 1
C -0.86798 -0.24853 -1.19727
C -1.16652 0.01968 1.26052
C -1.82890 0.32371 -0.03898
C 2.64085 0.04255 -0.07643
C 0.22785 -0.03404 1.18162
C -3.26172 -0.24018 -0.14191
C 3.16931 0.12628 -1.41866
C 1.01011 -0.03784 2.48834
N 0.44321 0.39214 -1.14772
N 1.23066 0.08495 -0.02082
H -0.65381 -1.35803 -1.25082
H -1.21252 -0.06109 -2.12843
H -1.87484 -0.09431 2.01774
H -2.03540 1.45067 -0.30254
H -3.64387 -0.00570 -1.14763
H -3.68199 0.12898 0.72795
H -3.15433 -1.37123 0.03714
H 2.94622 -0.71432 -1.94073
H 4.18139 0.21211 -1.42856
H 2.96739 1.09634 -1.93239
H 2.01898 0.13131 2.33946
H 0.74505 -1.04534 2.93979
H 0.72694 0.69509 3.08396
H 1.07393 0.50677 -1.90362
*
```


No. 9
Here is an isolated molecule of C8H14N2O at a distorted geometry from the OMol25 dataset. Energies are from wB97M-V/def2-TZVPD.

Computed properties:
HOMO, eV: -7.6
Largest force on an atom, eV/A: 5.0
HOMO-LUMO gap, Eh: 0.28604
SMILES string: CC(=O)/C=C/N(C)N=C(C)C

Geometry as ORCA input:
```
! wB97M-V def2-TZVPD RIJCOSX def2/J DEFGRID3
* xyz 0 1
O -0.19914 -2.05536 1.80269
N -0.50466 1.58773 -1.59204
C -1.22541 -1.47996 2.19111
C -0.23121 0.61604 -2.45909
C -1.37941 -0.19481 1.50908
C -0.53135 0.36987 0.55912
N -0.89804 1.47265 -0.28664
C -2.33265 -2.24917 2.86348
C 0.71127 0.94922 -3.51706
C -0.55242 -0.83650 -2.28766
C -1.35479 2.76508 0.35153
H -2.39846 0.15758 1.58199
H 0.32796 -0.24997 0.30283
H -1.76039 -3.21088 3.23857
H -3.16171 -2.52191 2.19817
H -2.70495 -1.73920 3.72190
H 0.25185 1.65568 -4.12602
H 1.67948 1.33316 -3.08303
H 0.84660 0.05072 -4.15338
H 0.14924 -1.44317 -1.65143
H -0.61383 -1.20027 -3.34347
H -1.57941 -0.91762 -1.92906
H -2.36579 3.06481 0.07977
H -1.32188 2.67288 1.48739
H -0.71672 3.58187 0.04557
*
```


No. 10
Here is a cluster of 2 separate species, C8H14N2O in total at a distorted geometry from the OMol25 dataset. Energies are from wB97M-V/def2-TZVPD.

Computed properties:
HOMO, eV: -8.7
Largest force on an atom, eV/A: 3.8
HOMO-LUMO gap, Eh: 0.34035
SMILES string: C=C(C(C)C)n1ccnc1.O

Geometry as ORCA input:
```
! wB97M-V def2-TZVPD RIJCOSX def2/J DEFGRID3
* xyz 0 1
C 0.50917 -2.89866 1.78289
C 0.29954 -2.35971 0.55696
C 0.39241 -0.80622 2.06526
C 1.68265 0.22723 -1.71761
C 0.04332 1.99027 -1.64153
C -1.55667 -0.16831 -0.53283
C 0.67819 0.90312 -0.79636
C -0.25027 -0.13148 -0.21485
N 0.50662 -1.92259 2.71828
N 0.19184 -1.02169 0.76694
O -1.55702 1.84038 1.68908
H 0.67655 -3.94231 2.00177
H 0.10008 -2.79981 -0.46061
H 0.23965 0.01422 2.68491
H 2.19147 0.95796 -2.30496
H 1.03506 -0.35559 -2.52822
H 2.48381 -0.57482 -1.35890
H -0.63681 2.51886 -1.05323
H -0.54268 1.42612 -2.33440
H 0.61630 2.62241 -2.23435
H -2.16226 -0.77872 0.03140
H -1.92416 0.54913 -1.17592
H -2.09354 0.94045 1.76449
H 1.10593 1.25607 0.14558
H -2.02920 2.51371 2.14619
*
```